Run w
ORCA calculation (the ωB97M-V functional and the def2-TZVPD basis) on an isolated molecule of C7H9NO.

* spin multiplicity: 1
* SMILES: C=C1O[C@H]2CN[C@H]2C1=C
* orbital gap: 8.76 eV
* highest occupied orbital energy: -8.517 eV

Each line ends with the Löwdin charge.
Positions of all 18 atoms, in Å:
C: -1.43453 -1.28190 -1.67387  0.1254
C: -0.74038 -0.30372 -0.98228  -0.2166
O: -1.45205 0.56384 -0.05366  0.0022
C: -0.58188 1.00907 0.84311  -0.3339
C: -0.19313 0.07372 1.99115  -0.1544
N: 1.14707 0.22170 1.53906  -0.0309
C: 0.82522 0.84262 0.25220  -0.2327
C: 0.64513 -0.10125 -0.85191  -0.2404
C: 1.70563 -0.72316 -1.38445  0.1033
H: -2.42556 -1.62908 -1.57249  0.0483
H: -0.87019 -1.92572 -2.31138  0.0462
H: -0.99287 2.02058 1.20054  0.1798
H: -0.52106 -0.93641 1.72907  0.1202
H: -0.54999 0.42810 3.00057  0.1247
H: 1.96091 -0.56665 1.61996  0.1860
H: 1.37966 1.71670 -0.00400  0.1405
H: 2.70534 -0.62751 -1.12983  0.0416
H: 1.54426 -1.63488 -2.04023  0.0906

Run x
ORCA calculation (the ωB97M-V functional and the def2-TZVPD basis) on an isolated molecule of C7H9NO.

* spin multiplicity: 1
* SMILES: O[C@]12C=CC=C1NCC2
* orbital gap: 8.02 eV
* highest occupied orbital energy: -7.242 eV

Each line ends with the Löwdin charge.
Positions of all 18 atoms, in Å:
O: 0.09474 -1.54008 1.37254  0.0153
C: 0.19285 -0.67462 0.35837  -0.5769
C: 1.55059 -0.69596 -0.37480  -0.0786
C: 2.24799 0.46999 -0.21017  -0.0490
C: 1.22962 1.47423 0.33531  -0.0161
C: 0.01884 0.80589 0.59184  -0.2634
N: -1.28175 1.11395 0.59040  0.0386
C: -2.08005 0.07348 -0.20809  -0.1057
C: -0.86608 -0.83979 -0.74700  -0.0751
H: 1.21935 -1.63659 1.56231  0.2361
H: 2.09054 -1.49979 -0.84662  0.1008
H: 3.34015 0.40213 -0.31925  0.0993
H: 1.11662 2.55333 0.47034  0.0831
H: -1.68501 2.02521 0.73898  0.1290
H: -2.78628 -0.62016 0.38539  0.1135
H: -2.80616 0.70614 -0.91399  0.1359
H: -1.14737 -1.78514 -1.22280  0.1227
H: -0.44861 -0.33222 -1.56275  0.0904

Which one sits at the top of the stability order? run w does.

Run w
ORCA calculation (the ωB97M-V functional and the def2-TZVPD basis) on an isolated molecule of C11H23N3O3S.

* spin multiplicity: 1
* SMILES: CSCC[C@H](NC(=O)[C@@H](N)CCCCN)C(=O)O
* orbital gap: 9.05 eV
* highest occupied orbital energy: -8.645 eV

Each line ends with the Löwdin charge.
Positions of all 41 atoms, in Å:
C: -3.38502 1.53957 3.12778  -0.4247
S: -2.03438 2.15612 4.17972  0.7922
C: -0.64760 1.10126 3.64921  -0.5172
C: -0.38531 1.10959 2.14813  -0.2437
C: 1.01959 0.71155 1.78529  -0.2245
N: 1.46604 1.28025 0.46701  0.1011
C: 0.72842 1.13823 -0.66696  -0.4471
O: 0.83911 1.99239 -1.53979  0.0725
C: -0.04252 -0.13181 -0.93190  -0.3434
N: -1.44494 0.21306 -1.01195  0.0701
C: 0.47921 -1.00491 -2.07460  -0.1373
C: 0.27493 -0.44405 -3.51707  -0.1959
C: 0.91400 -1.41732 -4.46369  -0.2231
C: 0.00736 -2.65606 -4.81098  -0.2622
N: 0.73498 -3.75809 -5.51337  -0.0312
C: 1.28507 -0.79553 1.94729  -0.4822
O: 0.75632 -1.47533 2.78762  0.1347
O: 2.25773 -1.29822 1.15504  0.1140
H: -3.49427 0.45436 3.07809  0.0458
H: -3.38202 2.00381 2.12648  0.0365
H: -4.29385 1.98527 3.51521  0.0171
H: -0.79871 0.05113 3.90076  0.0712
H: 0.24766 1.49154 4.20974  0.0919
H: -1.23060 0.57607 1.54535  0.1356
H: -0.53513 2.15738 1.75558  0.1307
H: 1.69370 1.26970 2.49782  0.1744
H: 1.83171 2.22957 0.52986  0.1546
H: 0.11080 -0.78673 -0.04058  0.1264
H: -1.97583 -0.59288 -1.29767  0.0810
H: -1.63107 0.98329 -1.66874  0.0992
H: -0.08008 -1.97474 -2.03177  0.1237
H: 1.51721 -1.29308 -1.84004  0.1216
H: 0.68741 0.57565 -3.55780  0.1111
H: -0.78633 -0.40915 -3.73386  0.1042
H: 1.25767 -0.96719 -5.40413  0.1121
H: 1.84795 -1.72356 -4.08388  0.0801
H: -0.84474 -2.33448 -5.40600  0.1059
H: -0.39278 -3.15843 -3.93245  0.0910
H: 1.70988 -3.75367 -5.14362  0.0704
H: 0.83110 -3.49911 -6.50169  0.0581
H: 2.65373 -0.58307 0.63791  0.1050

Run x
ORCA calculation (the ωB97M-V functional and the def2-TZVPD basis) on an isolated molecule of C11H23N3O3S.

* spin multiplicity: 1
* SMILES: CSCC[C@H](N)C(=O)N[C@@H](CCCCN)C(=O)O
* orbital gap: 9.06 eV
* highest occupied orbital energy: -8.743 eV

Each line ends with the Löwdin charge.
Positions of all 41 atoms, in Å:
C: 6.10141 2.91959 0.68317  -0.4157
S: 4.81940 1.64635 0.76544  0.7977
C: 3.39191 2.66066 0.33539  -0.5450
C: 2.12052 1.85408 0.42127  -0.2487
C: 0.86261 2.65677 0.04036  -0.3502
N: 0.72845 3.78258 0.91300  0.0550
C: -0.35137 1.72576 0.05633  -0.4170
O: -1.02170 1.62600 1.08081  0.0502
N: -0.56487 0.99814 -1.06529  0.1353
C: -1.52766 -0.11341 -1.17772  -0.1927
C: -1.23828 -1.24731 -0.17755  -0.1494
C: -2.18214 -2.40659 -0.34912  -0.2153
C: -1.81645 -3.59893 0.54529  -0.2144
C: -2.77998 -4.77272 0.47740  -0.2943
N: -2.91300 -5.40761 -0.85108  -0.0144
C: -3.00242 0.33606 -1.12464  -0.4857
O: -3.77368 0.01717 -1.99019  0.1162
O: -3.37958 0.98456 -0.00094  0.1112
H: 5.92327 3.70113 1.34410  0.0041
H: 6.17947 3.31779 -0.31676  0.0299
H: 7.05321 2.41682 0.98087  0.0477
H: 3.50017 3.05285 -0.69643  0.0902
H: 3.32814 3.56998 0.99581  0.0950
H: 1.98476 1.45344 1.46629  0.1408
H: 2.20254 1.01334 -0.23055  0.0947
H: 1.01423 3.07467 -0.97402  0.1529
H: 0.32502 3.42577 1.79116  0.0933
H: 0.02379 4.44589 0.58319  0.0924
H: 0.02856 1.21122 -1.85768  0.1519
H: -1.40660 -0.46650 -2.20984  0.1576
H: -1.26884 -0.91171 0.83442  0.1085
H: -0.20841 -1.60279 -0.33720  0.1332
H: -3.21116 -2.12831 -0.17986  0.1166
H: -2.20661 -2.75242 -1.41221  0.1265
H: -0.83729 -4.00573 0.26842  0.1099
H: -1.77219 -3.28729 1.62422  0.1281
H: -2.46381 -5.55960 1.12676  0.0928
H: -3.77112 -4.43940 0.80336  0.1127
H: -3.29408 -4.74835 -1.53418  0.0572
H: -1.99660 -5.64938 -1.23233  0.0642
H: -2.59964 1.20741 0.58053  0.0770

Which one sits at the top of the stability order? run x does.